1.
C5H8O | wB97M-V/def2-TZVPD

Geometry as ORCA input:
```
! wB97M-V def2-TZVPD RIJCOSX def2/J DEFGRID3
* xyz 0 1
O -0.24 1.46 1.73
C 0.38 -0.91 0.16
C 0.35 1.49 0.72
C -0.93 -0.22 -0.37
C -0.87 -1.67 -0.04
C 1.16 1.73 -0.29
H -0.93 -2.36 -0.86
H 0.78 -0.78 1.17
H 1.84 2.54 -0.07
H -0.91 0.09 -1.41
H -1.37 -1.93 0.88
H 1.19 -1.01 -0.57
H -1.64 0.38 0.21
H 1.19 1.22 -1.24
*
```

For the HOMO energy, the calculation gives -8.850 eV. For the max |F|, the calculation gives 1.25 eV/Å. Its energy relative to the best compared isomer or geometry (same formula, charge and spin) is 67.9 kcal/mol. Its structure (SMILES) is C1CC1.C=C=O. For the orbital gap, the calculation gives 0.3630 Ha.

2.
C5H8O | wB97M-V/def2-TZVPD

Geometry as ORCA input:
```
! wB97M-V def2-TZVPD RIJCOSX def2/J DEFGRID3
* xyz 0 1
O 2.27 0.32 1.48
C -1.47 -0.39 -0.81
C 0.00 -0.45 -0.79
C -1.96 0.85 -0.04
C 2.36 -0.60 0.40
C 1.14 -0.54 -0.42
H 2.40 -1.59 0.87
H 1.93 1.14 1.11
H -2.19 1.68 -0.71
H -2.87 0.61 0.53
H 3.28 -0.46 -0.17
H -1.89 -0.44 -1.82
H -1.79 -1.30 -0.29
H -1.21 1.18 0.67
*
```

For the HOMO energy, the calculation gives -9.597 eV. For the max |F|, the calculation gives 0.55 eV/Å. Its energy relative to the best compared isomer or geometry (same formula, charge and spin) is 54.1 kcal/mol. Its structure (SMILES) is CCC#CCO. For the orbital gap, the calculation gives 0.3872 Ha.

3.
C5H8O | wB97M-V/def2-TZVPD

Geometry as ORCA input:
```
! wB97M-V def2-TZVPD RIJCOSX def2/J DEFGRID3
* xyz 0 1
O 1.24 -1.01 -1.15
C 0.31 -1.18 1.04
C 0.48 -0.40 -0.17
C 0.35 -0.46 2.22
C -0.20 0.80 -0.30
C -0.94 1.18 -1.55
H -0.93 2.30 -1.68
H -0.50 0.70 -2.43
H 0.86 -1.89 -1.25
H 0.42 -2.26 1.11
H 1.13 -0.65 2.96
H 0.23 1.63 0.26
H -0.43 0.22 2.52
H -2.02 1.02 -1.56
*
```

For the HOMO energy, the calculation gives -7.099 eV. For the max |F|, the calculation gives 2.38 eV/Å. Its energy relative to the best compared isomer or geometry (same formula, charge and spin) is 117.8 kcal/mol. Its structure (SMILES) is C=C/C(O)=C/C. For the orbital gap, the calculation gives 0.2590 Ha.

4.
C5H8O | wB97M-V/def2-TZVPD

Geometry as ORCA input:
```
! wB97M-V def2-TZVPD RIJCOSX def2/J DEFGRID3
* xyz 0 1
O 1.58 -0.85 1.07
C 1.54 1.28 -0.04
C 1.06 -0.13 0.24
C -0.19 -0.49 -0.50
C -1.21 -1.41 0.08
C -1.45 0.07 0.12
H 2.47 1.48 0.49
H -0.12 -0.43 -1.59
H -0.97 -1.89 1.03
H 0.77 1.98 0.29
H -1.33 0.55 1.09
H -2.17 0.55 -0.54
H 1.67 1.44 -1.12
H -1.79 -2.03 -0.60
*
```

For the HOMO energy, the calculation gives -9.639 eV. For the max |F|, the calculation gives 0.50 eV/Å. Its energy relative to the best compared isomer or geometry (same formula, charge and spin) is 22.9 kcal/mol. Its structure (SMILES) is CC(=O)C1CC1. For the orbital gap, the calculation gives 0.3923 Ha.

5.
C5H8O | wB97M-V/def2-TZVPD

Geometry as ORCA input:
```
! wB97M-V def2-TZVPD RIJCOSX def2/J DEFGRID3
* xyz 0 1
O 1.26 -1.24 1.07
C -0.66 -0.31 -0.05
C 0.45 1.04 -1.23
C 0.37 -0.46 -1.16
C -0.35 1.20 0.06
C -0.16 -1.20 1.09
H 1.49 -1.65 0.22
H -0.45 -0.77 2.05
H -1.20 1.89 0.03
H 0.27 1.44 0.93
H 1.46 1.47 -1.33
H -0.58 -2.21 1.01
H -1.69 -0.56 -0.34
H -0.11 1.35 -2.13
*
```

For the HOMO energy, the calculation gives -8.554 eV. For the max |F|, the calculation gives 0.43 eV/Å. Its energy relative to the best compared isomer or geometry (same formula, charge and spin) is 110.0 kcal/mol. For the orbital gap, the calculation gives 0.3089 Ha.

6.
C5H8O | wB97M-V/def2-TZVPD

Geometry as ORCA input:
```
! wB97M-V def2-TZVPD RIJCOSX def2/J DEFGRID3
* xyz 0 1
O -1.52 -1.38 2.01
C 0.40 -0.50 0.88
C -0.27 0.31 -1.58
C 0.93 0.87 0.98
C 0.38 -0.59 -0.59
C -1.06 -0.56 1.26
H 0.29 1.62 1.45
H 0.51 0.83 -2.17
H -0.88 -0.25 -2.30
H 1.75 1.26 0.39
H 0.94 -1.42 -1.02
H -1.69 0.17 0.72
H -0.85 1.10 -1.10
H 0.96 -1.31 1.36
*
```

For the HOMO energy (alpha / beta), the calculation gives -8.485 / -7.889 eV. For the max |F|, the calculation gives 1.88 eV/Å. Its energy relative to the best compared isomer or geometry (same formula, charge and spin) is 98.4 kcal/mol. For the orbital gap (alpha / beta), the calculation gives 0.3185 / 0.2915 Ha.

7.
C5H8O | wB97M-V/def2-TZVPD

Geometry as ORCA input:
```
! wB97M-V def2-TZVPD RIJCOSX def2/J DEFGRID3
* xyz 0 1
O 0.24 -1.36 1.23
C -0.18 0.09 -0.59
C -1.55 0.61 -0.21
C -1.42 -0.67 -0.95
C 1.96 0.22 0.85
C 0.64 -0.44 0.54
H 2.77 -0.39 0.44
H -1.57 -1.58 -0.37
H -1.91 1.49 -0.73
H 2.09 0.26 1.93
H -1.82 0.56 0.85
H -1.72 -0.72 -1.99
H 0.35 0.64 -1.37
H 2.04 1.23 0.42
*
```

For the HOMO energy, the calculation gives -9.655 eV. For the max |F|, the calculation gives 0.40 eV/Å. Its energy relative to the best compared isomer or geometry (same formula, charge and spin) is 19.8 kcal/mol. Its structure (SMILES) is CC(=O)C1CC1. For the orbital gap, the calculation gives 0.3950 Ha.

8.
C5H8O | wB97M-V/def2-TZVPD

Geometry as ORCA input:
```
! wB97M-V def2-TZVPD RIJCOSX def2/J DEFGRID3
* xyz 0 1
O -0.41 0.45 1.58
C 1.46 0.11 0.11
C -1.20 0.73 0.47
C 0.85 -1.12 -0.43
C -1.59 -0.22 -0.37
C 0.73 0.91 0.90
H 2.34 0.48 -0.40
H -1.68 -1.25 -0.04
H 1.40 -1.78 -1.09
H -1.98 0.03 -1.35
H 0.94 1.97 1.06
H 0.34 -0.39 -1.09
H 0.25 -1.70 0.29
H -1.46 1.78 0.37
*
```

For the HOMO energy, the calculation gives -8.779 eV. For the max |F|, the calculation gives 2.12 eV/Å. Its energy relative to the best compared isomer or geometry (same formula, charge and spin) is 88.2 kcal/mol. For the orbital gap, the calculation gives 0.3642 Ha.

9.
C5H8O | wB97M-V/def2-TZVPD

Geometry as ORCA input:
```
! wB97M-V def2-TZVPD RIJCOSX def2/J DEFGRID3
* xyz 0 1
O 0.83 1.72 1.02
C 2.40 0.09 0.34
C -2.23 -1.01 -0.22
C -1.20 -0.17 -0.94
C 0.99 0.59 0.24
C -0.02 0.11 -0.44
H -1.50 0.26 -1.89
H -2.97 -0.35 0.26
H 2.61 -0.70 -0.37
H -2.76 -1.67 -0.90
H 2.59 -0.26 1.35
H -1.76 -1.60 0.57
H -0.06 2.06 0.83
H 3.08 0.94 0.16
*
```

For the HOMO energy, the calculation gives -8.539 eV. For the max |F|, the calculation gives 0.39 eV/Å. Its energy relative to the best compared isomer or geometry (same formula, charge and spin) is 42.6 kcal/mol. Its structure (SMILES) is CC=C=C(C)O. For the orbital gap, the calculation gives 0.3461 Ha.

10.
C5H8O | wB97M-V/def2-TZVPD

Geometry as ORCA input:
```
! wB97M-V def2-TZVPD RIJCOSX def2/J DEFGRID3
* xyz 0 1
O 0.43 0.83 1.25
C -1.17 0.57 -0.37
C 0.08 -1.44 0.51
C 0.13 0.04 0.10
C 1.27 0.31 -0.88
C -2.17 1.25 -0.42
H 1.26 -0.42 -1.69
H 2.22 0.24 -0.35
H 0.13 -2.12 -0.34
H -3.03 1.87 -0.44
H 0.94 -1.63 1.16
H -0.83 -1.66 1.07
H -0.39 0.90 1.76
H 1.18 1.31 -1.30
*
```

For the HOMO energy, the calculation gives -10.154 eV. For the max |F|, the calculation gives 0.63 eV/Å. Its energy relative to the best compared isomer or geometry (same formula, charge and spin) is 49.9 kcal/mol. Its structure (SMILES) is C#CC(C)(C)O. For the orbital gap, the calculation gives 0.4080 Ha.

11.
C5H8O | wB97M-V/def2-TZVPD

Geometry as ORCA input:
```
! wB97M-V def2-TZVPD RIJCOSX def2/J DEFGRID3
* xyz 0 1
O 1.64 -2.70 -0.71
C 0.44 -0.82 0.14
C -0.51 0.13 -0.62
C -0.86 1.37 0.15
C 0.03 2.06 0.86
C 0.58 -2.18 -0.49
H 1.43 -0.37 0.24
H -1.39 -0.46 -0.87
H -0.01 0.32 -1.58
H -1.91 1.49 0.43
H -0.18 2.96 1.43
H 1.07 1.90 0.59
H 0.06 -1.01 1.15
H -0.37 -2.70 -0.73
*
```

For the HOMO energy, the calculation gives -9.709 eV. For the max |F|, the calculation gives 1.93 eV/Å. Its energy relative to the best compared isomer or geometry (same formula, charge and spin) is 33.6 kcal/mol. Its structure (SMILES) is C=CCCC=O. For the orbital gap, the calculation gives 0.3952 Ha.

12.
C5H8O | wB97M-V/def2-TZVPD

Geometry as ORCA input:
```
! wB97M-V def2-TZVPD RIJCOSX def2/J DEFGRID3
* xyz 0 1
O -0.41 1.52 -0.20
C 0.81 -1.03 0.19
C 2.16 -1.58 -0.04
C -0.18 -1.00 1.04
C -1.60 1.76 0.54
C -0.38 -0.41 -0.28
H -1.57 1.09 1.39
H -0.47 -1.19 2.07
H -1.61 2.85 0.79
H 2.14 -1.73 -1.18
H -2.31 1.64 -0.25
H 2.88 -0.81 0.09
H -1.08 -0.33 -1.10
H 2.33 -2.60 0.41
*
```

For the HOMO energy, the calculation gives -8.281 eV. For the max |F|, the calculation gives 3.66 eV/Å. Its energy relative to the best compared isomer or geometry (same formula, charge and spin) is 121.2 kcal/mol. For the orbital gap, the calculation gives 0.3347 Ha.

13.
C5H8O | wB97M-V/def2-TZVPD

Geometry as ORCA input:
```
! wB97M-V def2-TZVPD RIJCOSX def2/J DEFGRID3
* xyz 0 1
O -1.89 0.75 0.91
C 0.65 0.73 -0.82
C -1.15 -0.07 0.35
C 1.35 0.38 0.48
C 0.17 -0.49 1.03
C -1.36 -0.57 -0.99
H -2.39 -0.45 -1.40
H 0.42 -1.53 0.81
H -0.02 -0.27 2.07
H 0.96 0.24 -1.72
H 0.19 1.70 -0.83
H 2.30 -0.18 0.35
H -0.84 -1.45 -1.37
H 1.61 1.24 1.12
*
```

For the HOMO energy (alpha / beta), the calculation gives -8.590 / -8.635 eV. For the max |F|, the calculation gives 1.31 eV/Å. Its energy relative to the best compared isomer or geometry (same formula, charge and spin) is 87.5 kcal/mol. For the orbital gap (alpha / beta), the calculation gives 0.2970 / 0.3008 Ha.

14.
C5H8O | wB97M-V/def2-TZVPD

Geometry as ORCA input:
```
! wB97M-V def2-TZVPD RIJCOSX def2/J DEFGRID3
* xyz 0 1
O 1.28 0.39 0.43
C 1.28 -0.88 0.76
C -0.07 1.09 -1.46
C 0.12 -1.53 0.73
C -0.91 -0.43 0.55
C -0.10 0.81 0.11
H -0.94 1.66 -1.85
H -0.15 -2.58 1.01
H -0.02 0.11 -1.89
H -0.38 1.66 0.82
H 0.79 1.77 -1.62
H 2.21 -1.35 1.10
H -1.66 -0.65 -0.23
H -1.44 -0.06 1.54
*
```

For the HOMO energy, the calculation gives -8.233 eV. For the max |F|, the calculation gives 3.03 eV/Å. Its energy relative to the best compared isomer or geometry (same formula, charge and spin) is 36.9 kcal/mol. Its structure (SMILES) is C[C@H]1CC=CO1. For the orbital gap, the calculation gives 0.3407 Ha.

15.
C5H8O | wB97M-V/def2-TZVPD

Geometry as ORCA input:
```
! wB97M-V def2-TZVPD RIJCOSX def2/J DEFGRID3
* xyz 0 1
O -0.25 -0.39 -1.72
C 0.56 -0.38 0.86
C 1.61 -0.24 -0.25
C 0.72 0.28 -1.38
C -1.87 0.34 0.45
C -0.42 0.62 0.32
H -2.45 0.83 -0.34
H 2.38 0.49 0.01
H 0.18 -1.41 1.00
H 0.94 -0.02 1.82
H 2.08 -1.19 -0.55
H -2.13 0.85 1.39
H -2.15 -0.72 0.54
H 1.03 1.17 -1.95
*
```

For the HOMO energy, the calculation gives -8.417 eV. For the max |F|, the calculation gives 0.38 eV/Å. Its energy relative to the best compared isomer or geometry (same formula, charge and spin) is 99.4 kcal/mol. For the orbital gap, the calculation gives 0.3189 Ha.

16.
C5H8O | wB97M-V/def2-TZVPD

Geometry as ORCA input:
```
! wB97M-V def2-TZVPD RIJCOSX def2/J DEFGRID3
* xyz 0 1
O -1.72 -0.98 -0.33
C 0.40 -1.41 0.90
C 1.29 -0.16 0.74
C -1.03 1.46 -0.86
C -0.55 -0.81 -0.11
C 0.25 0.42 -0.47
H 2.29 -0.46 0.36
H -0.65 2.29 -1.44
H -1.79 0.96 -1.51
H 0.82 -2.36 0.54
H 0.88 0.45 -1.36
H -1.64 1.80 -0.01
H 1.48 0.39 1.67
H -0.05 -1.58 1.88
*
```

For the HOMO energy, the calculation gives -9.451 eV. For the max |F|, the calculation gives 1.44 eV/Å. Its energy relative to the best compared isomer or geometry (same formula, charge and spin) is 54.8 kcal/mol. Its structure (SMILES) is C[C@H]1CCC1=O. For the orbital gap, the calculation gives 0.3804 Ha.